Here is a cluster of 2 separate species, C5H12S in total from the OMol25 dataset. Energies are from wB97M-V/def2-TZVPD.

Summary:
* gap between HOMO and LUMO: 10.00 eV

Last column: Mulliken charge in e.
Element x y z (Å)
C  2.579569  -0.185133  0.941030  -0.78
C  2.139690  -1.019647  0.016892  0.08
C  2.414446  -0.866418  -1.459074  -0.99
H  2.248252  -0.243062  1.965027  0.28
H  3.243237  0.607511  0.620769  0.25
H  1.602724  -1.918913  0.310227  0.30
H  3.467048  -0.807813  -1.719183  0.35
H  1.912276  0.037077  -1.806607  0.22
H  1.967480  -1.720679  -1.967928  0.29
C  -2.222057  0.595081  1.319346  -0.87
C  -2.909587  0.590411  -0.030737  -0.50
S  -1.838643  0.167664  -1.451931  -0.20
H  -2.191670  -0.407645  1.762245  0.26
H  -1.186162  0.923313  1.261677  0.25
H  -2.681250  1.279294  2.033633  0.32
H  -3.293595  1.585655  -0.227975  0.30
H  -3.777593  -0.061235  -0.004263  0.32
H  -1.474166  1.444538  -1.563146  0.12

Atomic forces in eV per Å
C -0.12 0.13 -0.29
C 0.40 -0.48 -0.10
C -0.55 -0.29 0.25
H 0.31 -0.10 0.21
H -0.10 0.34 0.28
H -0.33 0.29 0.02
H 0.15 0.01 0.09
H 0.06 -0.02 -0.18
H 0.14 0.13 -0.27
C 0.59 -0.35 0.49
C -0.18 0.33 0.21
S -0.32 0.03 0.33
H -0.06 0.18 -0.06
H 0.11 0.02 -0.26
H -0.37 -0.12 -0.05
H -0.11 0.08 -0.16
H 0.02 -0.21 -0.21
H 0.34 0.02 -0.29

***

Here is a structure of composition C49H41BN10O7S3V from the OMol25 dataset. Energies are from wB97M-V/def2-TZVPD.

Summary:
* expectation value of S²: 2.030
* 2S+1: 3
* gap between HOMO and LUMO (spin up / spin down): 6.22 / 6.39 eV
* total charge: -1

Last column: Mulliken charge in e.
Element x y z (Å)
V  -0.477658  -0.556192  0.267282  -0.04
C  -5.316863  -2.068872  -1.886218  -1.44
C  -4.488212  -1.240390  -0.961923  1.06
C  -4.893151  -0.293247  -0.048525  -1.68
C  -3.718778  0.178595  0.556821  -0.67
N  -2.665083  -0.447672  0.026853  1.57
N  -3.148321  -1.318012  -0.895829  -0.40
B  -2.207256  -2.198087  -1.730590  -1.81
N  -1.305110  -1.286323  -2.570335  0.34
N  -0.476666  -0.398738  -1.976230  1.97
C  0.228269  0.179131  -2.946642  -0.73
C  -0.191448  -0.311957  -4.190908  -1.63
C  -1.156116  -1.252124  -3.906327  1.02
C  -1.920857  -2.128170  -4.840657  -1.41
C  1.389113  1.055975  -2.708532  0.56
C  2.475822  0.981978  -3.582051  -1.08
C  3.626818  1.719686  -3.349967  -0.92
C  3.721858  2.530786  -2.226257  -0.60
C  2.648056  2.605779  -1.349959  -0.90
C  1.487717  1.885719  -1.597225  1.38
N  -1.374831  -3.129434  -0.820871  -0.09
N  -0.560113  -2.661463  0.159237  1.39
C  0.020031  -3.715281  0.738529  -0.19
C  -0.415889  -4.881981  0.088264  -1.57
C  -1.293334  -4.470024  -0.885466  0.92
C  -2.044016  -5.300018  -1.872551  -1.51
C  0.944422  -3.690718  1.896514  1.46
C  1.132960  -4.885186  2.597816  -1.29
C  1.968690  -4.954474  3.700419  -0.78
C  2.639082  -3.821224  4.135736  -0.55
C  2.458956  -2.628503  3.453286  -1.37
C  1.623865  -2.560041  2.347648  0.33
C  -3.680026  1.167704  1.651559  1.24
C  -4.752662  1.205605  2.543660  -1.17
C  -4.771727  2.104390  3.598801  -0.89
C  -3.715432  2.985879  3.782809  -1.02
C  -2.646175  2.955559  2.900239  -0.99
C  -2.628493  2.057009  1.842555  0.66
H  -6.369862  -1.846597  -1.718639  0.43
H  -5.084601  -1.861251  -2.931734  0.19
H  -5.160298  -3.134777  -1.718756  0.21
H  -5.902622  0.028729  0.138821  0.59
H  -2.862491  -2.878894  -2.457953  -0.05
H  0.174833  -0.043347  -5.166968  0.64
H  -1.616847  -1.914470  -5.864412  0.43
H  -1.728907  -3.182841  -4.641046  0.18
H  -2.996910  -1.966236  -4.762310  0.16
H  2.441992  0.305700  -4.427324  0.36
H  4.463335  1.634486  -4.033298  0.46
H  4.631653  3.085411  -2.029373  0.44
H  2.708536  3.208179  -0.450654  0.41
H  0.645598  1.993356  -0.928845  -0.13
H  -0.126850  -5.898532  0.283780  0.50
H  -1.819102  -6.351196  -1.697637  0.41
H  -3.121846  -5.160246  -1.782849  0.20
H  -1.759390  -5.056947  -2.896912  0.22
H  0.599635  -5.776036  2.297447  0.32
H  2.085507  -5.894702  4.225145  0.38
H  3.288966  -3.866234  5.000902  0.41
H  2.967456  -1.729006  3.778691  0.47
H  1.524131  -1.613150  1.844802  0.84
H  -5.564634  0.498215  2.435625  0.44
H  -5.606235  2.102058  4.288979  0.39
H  -3.716477  3.673871  4.619035  0.43
H  -1.798284  3.615196  3.045206  0.63
H  -1.777538  2.039663  1.175576  0.46
S  -1.295842  -1.084516  2.548999  -0.46
C  -0.696078  0.114324  3.634555  1.02
C  -1.129715  0.157555  4.962883  -1.01
C  -0.682512  1.137774  5.835498  0.72
C  -1.185258  1.148937  7.179497  -0.27
N  -1.598896  1.133571  8.252726  -0.61
C  0.238858  2.101268  5.391167  0.47
C  0.685198  2.055847  4.076213  -0.93
C  0.219835  1.089681  3.191623  0.03
S  0.765830  1.079018  1.534852  -0.34
C  0.712594  3.131341  6.267021  -0.17
N  1.088408  3.970991  6.958465  -0.61
H  -1.842960  -0.577771  5.310929  0.55
H  1.395264  2.798104  3.734046  0.58
O  1.633292  -2.445595  -1.972744  -0.73
C  2.078368  -1.599735  -1.208375  -0.28
O  1.488723  -1.009660  -0.242445  1.87
C  3.514838  -1.131632  -1.396331  0.22
C  4.094310  -0.240771  -0.503036  -0.02
C  5.406727  0.142627  -0.712059  -0.69
C  6.168128  -0.302237  -1.773990  -0.43
C  5.541510  -1.167286  -2.650272  -0.55
C  4.238151  -1.595628  -2.485140  -0.35
N  6.299668  -1.626914  -3.831157  1.09
O  5.715214  -2.305979  -4.649621  -0.63
O  7.464619  -1.291625  -3.922185  -0.66
N  6.019517  1.121674  0.210367  1.22
O  7.204672  1.361538  0.071780  -0.70
O  5.304717  1.634635  1.042867  -0.61
H  3.512268  0.146681  0.323737  0.55
H  7.184396  0.022684  -1.920479  0.63
H  3.768503  -2.280165  -3.176389  0.71
O  -1.527326  2.199689  -0.936124  -0.75
S  -2.344563  3.444380  -1.024158  0.11
C  -1.539471  4.640732  0.103410  -0.25
C  -1.080810  5.840442  -0.717235  -0.90
C  -0.647510  5.279742  -2.069232  -0.19
C  -1.778310  4.354424  -2.497365  -0.65
H  -0.695836  4.061275  0.490709  0.05
H  -2.212108  4.875111  0.926582  0.54
H  -0.278615  6.376543  -0.208300  0.39
H  -1.907557  6.543994  -0.852673  0.33
H  0.273640  4.705232  -1.958389  -0.10
H  -0.465327  6.060082  -2.809493  0.45
H  -1.507581  3.587741  -3.223543  0.32
H  -2.637155  4.915830  -2.873496  0.46

Atomic forces in eV per Å
V 0.67 -0.08 0.61
C -0.03 0.01 0.00
C -0.01 -0.02 0.01
C 0.02 0.00 -0.04
C 0.04 0.03 0.08
N 0.07 -0.15 -0.29
N -0.04 0.12 0.08
B -0.04 -0.17 -0.07
N -0.02 0.17 -0.06
N -0.22 -0.16 0.25
C 0.11 0.09 0.04
C 0.01 -0.09 -0.02
C -0.01 -0.01 0.00
C -0.02 0.00 -0.03
C 0.01 0.03 0.01
C 0.01 0.02 -0.03
C -0.01 0.09 0.00
C -0.03 -0.01 -0.08
C -0.04 0.01 0.01
C -0.02 0.17 0.02
N 0.07 0.05 -0.09
N -0.51 -0.09 -0.08
C 0.11 0.01 0.03
C -0.06 0.01 0.00
C 0.01 -0.01 -0.03
C 0.02 -0.02 0.00
C -0.04 -0.05 0.01
C -0.02 0.01 0.02
C 0.00 0.01 -0.01
C 0.00 0.01 0.02
C 0.03 0.01 -0.02
C 0.08 0.02 -0.01
C 0.01 -0.04 0.02
C 0.00 0.02 0.06
C -0.01 -0.02 -0.03
C 0.03 0.02 0.02
C -0.03 -0.06 0.03
C 0.08 0.01 0.12
H 0.01 0.00 0.00
H 0.01 0.00 0.01
H 0.00 0.00 0.00
H 0.00 0.02 0.03
H -0.01 0.01 -0.03
H 0.03 0.03 0.01
H 0.00 0.00 0.01
H 0.01 0.00 0.00
H 0.01 0.00 0.01
H -0.05 -0.01 0.00
H 0.00 0.02 0.00
H 0.00 0.01 0.01
H 0.03 0.01 -0.03
H 0.00 -0.10 -0.04
H 0.04 -0.01 0.02
H 0.00 0.01 0.00
H 0.00 0.01 0.00
H 0.00 0.01 0.00
H -0.03 -0.01 -0.03
H 0.00 0.00 0.00
H 0.00 0.00 0.00
H 0.00 -0.01 0.01
H -0.01 -0.04 -0.04
H 0.00 -0.02 -0.03
H 0.01 0.00 0.00
H 0.00 0.00 0.00
H -0.01 0.00 0.03
H -0.09 -0.14 0.13
S 0.12 0.05 -0.20
C -0.02 0.08 0.00
C 0.02 0.04 -0.01
C -0.04 -0.06 -0.06
C 0.03 0.01 0.06
N -0.01 0.02 -0.02
C 0.00 -0.03 0.01
C 0.00 0.04 0.04
C -0.09 -0.06 -0.07
S 0.00 0.02 -0.11
C -0.03 0.04 0.05
N 0.01 -0.01 -0.03
H 0.00 0.00 -0.01
H 0.01 -0.02 -0.02
O 0.03 -0.02 -0.02
C -0.14 -0.08 -0.08
O -0.08 0.43 0.08
C 0.05 -0.13 0.14
C -0.07 -0.09 -0.05
C 0.13 0.13 0.07
C -0.16 -0.01 0.06
C 0.06 -0.08 -0.15
C 0.04 -0.02 0.11
N -0.04 0.01 0.05
O -0.03 -0.03 -0.02
O 0.05 0.02 0.01
N -0.03 -0.08 -0.04
O 0.03 0.02 -0.02
O -0.03 0.01 0.03
H 0.04 -0.01 0.01
H 0.02 0.00 0.00
H 0.01 0.01 -0.02
O 0.00 -0.01 -0.38
S -0.13 0.01 0.04
C 0.05 0.06 -0.01
C -0.02 0.01 0.01
C 0.03 -0.05 -0.01
C -0.01 0.02 -0.05
H 0.00 0.03 0.01
H 0.00 0.02 -0.06
H 0.01 -0.01 -0.01
H 0.01 0.00 0.00
H 0.04 -0.03 0.02
H -0.01 0.00 0.01
H 0.03 0.02 0.00
H 0.00 0.00 0.02

***

Results for calculated total energy: -595.84380 -5129.69112 (in Ha, following the order of the records).
Results for energy above the lowest of the compared OMol25 structures with the same formula, charge and spin: 100.4 0.0 (in kJ/mol, following the order of the records).